No. 1
Below is a structure of composition C19H14BrIrN6O7 in a non-equilibrium geometry, with properties calculated with ωB97M-V with the def2-TZVPD basis set.

For the total energy, the calculation gives -4266.15727 a.u. As for the charge: -1. The energy above the lowest of the compared OMol25 structures with the same formula, charge and spin is 1.334 eV. Its spin multiplicity is 2. Its expectation value of S² is 0.76. The calculation puts the highest occupied orbital energy (alpha / beta) at -0.2139 / -0.2143 Ha.

Positions of all 48 atoms, in Å:
1 Ir -1.385 -0.264 0.373
2 N -1.866 0.846 -1.562
3 C -2.277 2.210 -1.240
4 C -3.143 2.146 0.004
5 O -4.153 2.826 0.137
6 N -2.632 1.285 0.903
7 C -3.388 1.017 2.104
8 C -3.691 -0.469 2.068
9 O -4.693 -0.998 2.479
10 O -2.653 -1.156 1.631
11 H -1.036 0.817 -2.161
12 H -2.603 0.268 -1.951
13 H -2.799 2.709 -2.054
14 H -1.380 2.780 -0.990
15 H -4.295 1.609 2.168
16 H -2.768 1.162 2.995
17 O -2.973 -3.201 -2.199
18 C -2.420 -2.506 -1.367
19 O -2.821 -1.379 -0.903
20 C -1.088 -2.964 -0.793
21 C -0.629 -4.261 -0.939
22 C 0.618 -4.585 -0.438
23 C 1.376 -3.601 0.182
24 C 0.847 -2.332 0.308
25 N -0.364 -2.034 -0.167
26 H -1.267 -4.971 -1.445
27 H 1.005 -5.591 -0.538
28 H 2.363 -3.808 0.571
29 H 1.379 -1.524 0.789
30 Br 7.033 2.208 -0.848
31 C 5.196 1.750 -1.003
32 C 4.665 1.509 -2.259
33 C 3.321 1.189 -2.366
34 C 2.524 1.102 -1.232
35 C 3.081 1.336 0.020
36 C 4.422 1.667 0.142
37 C 1.053 0.779 -1.389
38 O 0.544 0.786 -2.509
39 O 0.473 0.524 -0.279
40 H 5.292 1.581 -3.137
41 H 2.869 1.005 -3.332
42 H 2.452 1.260 0.897
43 H 4.859 1.864 1.111
44 N -0.329 -0.160 2.066
45 C 0.033 0.598 2.892
46 N 0.540 1.213 3.851
47 C 0.386 2.376 4.421
48 N 0.319 3.383 4.988

Atomic forces in eV per Å
-0.519 -0.191 0.378
-0.570 -0.084 0.016
0.061 -0.171 0.124
0.089 0.032 -0.003
0.049 0.139 0.065
0.554 0.285 0.033
-0.186 -0.528 -0.060
0.024 0.293 0.475
-0.073 -0.021 0.124
0.035 -0.795 -0.932
0.067 -0.089 -0.070
-0.192 0.193 0.052
-0.075 -0.068 0.006
0.015 0.036 -0.085
0.053 0.076 -0.079
-0.088 0.195 0.018
-0.026 -0.100 0.023
0.052 0.025 0.254
0.068 0.075 -0.404
-0.040 -0.008 -0.121
0.009 0.032 -0.069
0.026 -0.003 -0.025
-0.007 0.016 -0.044
0.109 -0.050 -0.083
-0.151 -0.017 0.562
0.017 0.014 -0.041
-0.009 -0.009 0.023
-0.003 -0.003 0.016
-0.027 -0.012 0.034
-0.010 -0.008 0.000
0.019 -0.006 -0.002
0.005 0.004 -0.009
-0.016 0.018 0.007
-0.082 0.033 -0.080
-0.043 -0.053 -0.006
0.010 0.004 -0.005
0.298 -0.008 0.255
0.492 -0.066 -0.447
0.046 0.332 -0.072
-0.002 -0.009 -0.001
-0.005 0.019 -0.011
-0.002 0.028 0.012
-0.014 -0.009 0.005
-0.057 0.674 0.108
-0.218 -0.168 -0.031
0.549 -0.207 0.125
-0.252 0.150 -0.028
0.023 0.009 -0.007

---

No. 2
Below is a structure of composition C19H14Cl2N2O4Pt in a non-equilibrium geometry, with properties calculated with ωB97M-V with the def2-TZVPD basis set.

For the total energy, the calculation gives -2181.83873 a.u. As for the charge: +2. The energy above the lowest of the compared OMol25 structures with the same formula, charge and spin is 0.604 eV. Its spin multiplicity is 5. Its expectation value of S² is 6.08. The calculation puts the highest occupied orbital energy (alpha / beta) at -0.5139 / -0.5603 Ha.

Positions of all 42 atoms, in Å:
1 Pt -0.198 -1.527 -2.092
2 C -3.307 -1.885 -3.050
3 O -2.348 -1.624 -1.983
4 C -2.791 -1.638 -0.663
5 C -4.104 -1.889 -0.324
6 C -4.474 -1.852 1.016
7 C -3.553 -1.562 2.017
8 C -2.240 -1.305 1.684
9 C -1.847 -1.337 0.343
10 N -0.525 -1.126 -0.055
11 N 0.269 -0.494 0.686
12 C 1.586 -0.315 0.382
13 C 2.311 -0.807 -0.820
14 O 1.796 -1.490 -1.761
15 C 3.706 -0.538 -0.936
16 C 4.365 0.159 0.014
17 C 3.702 0.668 1.183
18 C 4.408 1.386 2.133
19 C 3.762 1.886 3.268
20 C 2.403 1.661 3.453
21 C 1.684 0.938 2.522
22 C 2.313 0.428 1.359
23 H -4.075 -1.114 -3.028
24 H -3.731 -2.878 -2.923
25 H -2.740 -1.832 -3.973
26 H -4.848 -2.109 -1.075
27 H -5.503 -2.059 1.276
28 H -3.863 -1.550 3.052
29 H -1.496 -1.103 2.440
30 H 4.200 -0.916 -1.820
31 H 5.424 0.354 -0.099
32 H 5.467 1.557 1.996
33 H 4.326 2.446 4.002
34 H 1.905 2.046 4.332
35 H 0.631 0.760 2.679
36 Cl 1.054 3.532 -3.514
37 C 0.111 3.559 -2.118
38 Cl 0.850 3.200 -0.622
39 C -1.265 1.462 -2.301
40 O -2.296 1.916 -2.077
41 O -0.358 0.735 -2.517
42 H -0.713 4.259 -2.085

Atomic forces in eV per Å
-0.050 -0.316 0.121
-0.008 -0.043 -0.032
0.084 -0.021 -0.035
-0.001 0.041 0.115
0.057 0.022 -0.038
0.004 0.001 0.019
0.017 0.009 -0.004
-0.011 0.007 -0.042
-0.122 -0.065 -0.006
-0.025 0.334 -0.085
-0.036 -0.302 0.190
0.112 0.172 -0.049
0.058 -0.113 0.121
-0.037 0.273 -0.220
0.042 -0.022 0.079
-0.023 -0.060 -0.122
-0.016 0.061 0.100
-0.062 -0.066 -0.074
-0.021 0.003 0.010
-0.027 -0.013 -0.013
0.023 0.036 0.043
0.015 -0.033 -0.037
0.003 -0.016 0.004
0.009 0.012 -0.005
-0.013 0.009 0.010
0.002 -0.005 -0.008
-0.007 0.002 0.001
0.006 -0.002 0.006
0.001 0.003 0.016
-0.007 -0.015 0.000
0.005 0.005 -0.008
0.010 0.010 -0.009
0.002 0.002 0.005
0.003 -0.001 0.008
-0.010 0.009 -0.012
0.007 -0.015 0.017
0.111 0.250 -0.017
0.009 -0.040 0.029
-0.527 -0.867 0.112
0.060 0.423 -0.033
0.350 0.339 -0.164
0.013 -0.005 0.009

---

No. 3
Below is a structure of composition C19H14ClN4O2V in a non-equilibrium geometry, with properties calculated with ωB97M-V with the def2-TZVPD basis set.

For the total energy, the calculation gives -2506.24774 a.u. As for the charge: -1. Its spin multiplicity is 4. Its expectation value of S² is 3.80. The calculation puts the highest occupied orbital energy (alpha / beta) at -0.0923 / -0.1634 Ha.

Positions of all 41 atoms, in Å:
1 V -0.075 -0.087 -0.344
2 O -3.774 0.985 -1.326
3 C -2.600 0.884 -0.937
4 N -1.948 -0.196 -0.489
5 C -2.462 -1.474 -0.525
6 C -3.801 -1.836 -0.625
7 C -4.142 -3.171 -0.771
8 C -3.165 -4.152 -0.771
9 C -1.827 -3.817 -0.631
10 C -1.459 -2.480 -0.531
11 N -0.179 -1.970 -0.502
12 C 0.897 -2.632 -0.945
13 O 0.994 -3.808 -1.324
14 C 2.072 -1.721 -0.969
15 C 3.322 -2.189 -1.349
16 C 4.413 -1.337 -1.331
17 C 4.193 -0.027 -0.910
18 C 2.918 0.368 -0.564
19 N 1.845 -0.434 -0.602
20 C -1.687 2.056 -0.948
21 C -2.143 3.305 -1.348
22 C -1.288 4.394 -1.317
23 C 0.000 4.184 -0.824
24 C 0.378 2.912 -0.444
25 N -0.409 1.832 -0.540
26 H -4.559 -1.068 -0.607
27 H -5.182 -3.444 -0.890
28 H -3.443 -5.191 -0.887
29 H -1.063 -4.578 -0.616
30 H 3.395 -3.222 -1.649
31 H 5.396 -1.673 -1.624
32 H 5.004 0.685 -0.865
33 H 2.743 1.383 -0.233
34 H -3.169 3.379 -1.674
35 H -1.609 5.371 -1.646
36 H 0.704 4.999 -0.750
37 H 1.368 2.745 -0.036
38 Cl 1.349 0.735 2.284
39 C -0.126 -0.008 1.700
40 H -0.942 0.617 2.086
41 H -0.176 -0.995 2.178

Atomic forces in eV per Å
1.129 1.795 1.154
0.380 -0.006 0.143
-0.901 0.212 -0.222
-2.116 0.231 -0.583
-0.381 -1.091 -0.149
-0.004 0.198 0.084
-0.041 -0.229 0.047
-0.245 -0.080 0.035
0.244 0.044 0.095
-1.282 -0.457 -0.121
0.551 -1.950 -0.649
-0.311 -1.009 -0.170
0.137 0.557 0.179
0.934 0.030 -0.117
-0.212 0.004 0.074
-0.236 0.299 0.131
0.082 -0.295 -0.171
0.247 0.489 0.066
1.795 -0.698 -0.465
-0.853 1.064 -0.212
0.090 -0.453 0.145
0.008 0.088 -0.039
0.051 -0.344 0.038
0.781 1.100 0.079
-0.214 0.291 -0.467
0.028 0.027 -0.097
-0.054 -0.015 0.032
-0.016 -0.064 0.021
0.009 0.014 -0.094
-0.028 -0.101 0.005
0.071 -0.033 -0.017
0.014 0.077 0.047
-0.009 -0.123 -0.029
-0.091 -0.039 -0.024
-0.034 0.071 -0.001
0.087 0.009 0.081
-0.085 0.022 -0.018
1.396 0.792 0.930
-0.877 -0.390 0.454
0.068 -0.226 -0.083
-0.111 0.189 -0.110

---

No. 4
Below is a structure of composition C19H14ClNO2PPt in a non-equilibrium geometry, with properties calculated with ωB97M-V with the def2-TZVPD basis set.

For the total energy, the calculation gives -1858.07269 a.u. As for the charge: +1. The energy above the lowest of the compared OMol25 structures with the same formula, charge and spin is 1.849 eV. Its spin multiplicity is 5. Its expectation value of S² is 6.03. The calculation puts the highest occupied orbital energy (alpha / beta) at -0.4316 / -0.4549 Ha.

Positions of all 39 atoms, in Å:
1 Pt 0.074 0.005 0.089
2 Cl -2.239 0.632 0.465
3 C -2.846 -0.734 -0.502
4 C -4.233 -0.817 -0.379
5 C -4.963 -1.811 -1.004
6 C -4.295 -2.747 -1.765
7 C -2.914 -2.672 -1.892
8 C -2.135 -1.674 -1.284
9 P -0.273 -1.816 -1.652
10 C -0.030 -0.491 -2.890
11 C -1.069 0.018 -3.674
12 C -0.830 1.006 -4.623
13 C 0.456 1.493 -4.811
14 C 1.502 0.990 -4.049
15 C 1.261 0.011 -3.094
16 C -0.112 -3.315 -2.650
17 C 0.010 -4.536 -1.977
18 C 0.128 -5.726 -2.680
19 C 0.136 -5.711 -4.069
20 C 0.031 -4.504 -4.748
21 C -0.089 -3.313 -4.043
22 H -4.763 -0.091 0.226
23 H -6.038 -1.853 -0.891
24 H -4.839 -3.539 -2.263
25 H -2.457 -3.433 -2.510
26 H -2.081 -0.354 -3.567
27 H -1.648 1.390 -5.217
28 H 0.643 2.260 -5.552
29 H 2.508 1.363 -4.195
30 H 2.095 -0.369 -2.515
31 H 0.008 -4.570 -0.893
32 H 0.216 -6.662 -2.145
33 H 0.229 -6.637 -4.622
34 H 0.044 -4.486 -5.830
35 H -0.164 -2.390 -4.606
36 O 2.428 3.522 -1.157
37 C 1.799 2.603 -0.847
38 N 1.141 1.634 -0.513
39 O 0.779 -0.646 1.484

Atomic forces in eV per Å
0.428 3.144 -4.442
-0.028 -0.587 -0.649
-1.165 -0.688 -0.238
0.095 0.171 0.050
0.055 -0.046 -0.049
0.108 -0.005 -0.013
-0.394 0.066 -0.012
0.364 -0.424 -0.306
-1.877 1.684 -0.201
0.073 0.253 -0.159
-0.220 0.047 -0.034
0.059 -0.086 0.095
-0.021 -0.013 0.036
-0.040 -0.155 0.114
0.090 -0.073 -0.174
0.471 -0.841 0.515
0.014 -0.079 0.151
-0.055 0.085 -0.018
-0.005 0.086 0.013
-0.028 -0.068 0.192
0.014 0.377 -0.259
0.138 0.037 0.007
0.032 0.052 0.041
0.055 0.005 0.005
0.207 0.147 0.100
0.039 -0.033 0.101
0.000 -0.027 0.026
-0.002 -0.013 0.025
-0.002 -0.028 0.011
-0.025 -0.017 0.054
0.016 0.061 -0.025
0.005 0.033 0.005
0.009 0.022 0.013
-0.008 0.036 0.027
0.018 0.013 0.123
0.241 0.373 -0.155
-0.504 -0.932 0.287
-0.298 0.194 -0.133
2.140 -2.772 4.873